[1]
Density functional theory data (ωB97M-V with the def2-TZVPD basis set) for 6 unconnected molecules or ions with the total composition C18H42N2O8S2 at a distorted geometry.

Each line ends with the Mulliken charge.
Element x y z (Å)
S -1.796 -11.260 3.352  0.61
S -8.892 -15.585 -1.014  0.48
O -4.926 -13.531 1.063  -0.62
O -9.425 -16.929 -0.543  -0.63
O -1.759 -12.620 -1.988  -0.48
O 0.110 -13.506 -2.976  -0.27
O -4.572 -9.505 4.915  -0.59
O -1.738 -10.895 1.863  -0.63
O -6.169 -7.651 -0.022  -0.57
O -4.226 -6.306 -0.354  -0.29
N -4.711 -11.420 0.144  0.61
N -4.739 -11.786 5.475  0.36
C -10.403 -14.547 -1.136  -0.93
C -4.153 -11.660 6.747  -1.07
C 1.501 -15.265 -2.058  -1.13
C -4.216 -10.588 -1.022  -0.22
C -3.419 -4.947 -2.188  -1.23
C -8.240 -14.600 0.435  -0.67
C -5.453 -13.013 5.142  -0.94
C -6.027 -11.057 0.674  -0.80
C -4.622 -7.654 1.704  -0.54
C -4.412 -6.038 -1.717  -0.09
C -4.193 -12.650 0.446  -0.25
C -4.832 -10.660 4.661  0.13
C -2.407 -13.040 3.287  -0.50
C -0.933 -12.721 -2.860  0.69
C 0.023 -11.485 3.596  -1.09
C -5.090 -7.182 0.339  0.53
C 0.124 -14.586 -2.105  -0.10
C -0.845 -11.775 -3.999  -1.15
H -0.574 -15.370 -2.398  0.28
H -5.409 -13.276 4.085  0.25
H -5.380 -5.547 -1.822  0.26
H -6.371 -12.993 5.730  0.35
H -3.496 -13.025 3.327  -0.27
H 2.179 -14.457 -2.332  0.30
H -0.212 -14.352 -1.095  0.18
H -6.262 -9.992 0.669  0.25
H -6.684 -11.615 0.006  0.33
H -5.230 -7.324 2.546  0.35
H -11.100 -14.998 -1.842  0.34
H 1.630 -16.070 -2.781  0.29
H -3.593 -3.970 -1.736  0.30
H -3.538 -10.768 6.868  0.31
H -4.197 -9.541 -0.719  -0.08
H -9.058 -14.062 0.913  0.35
H -1.757 -11.396 -4.461  0.33
H -3.198 -12.765 -0.011  0.46
H -4.314 -6.899 -2.379  0.26
H -4.982 -10.674 -1.793  0.38
H -0.165 -10.970 -3.721  0.27
H -10.791 -14.319 -0.143  0.29
H -3.321 -10.995 -1.492  -0.03
H -1.896 -13.523 4.120  0.46
H -6.179 -11.379 1.704  0.04
H -3.351 -12.393 6.836  0.34
H 0.526 -10.535 3.776  0.34
H -3.780 -6.997 1.924  0.39
H -4.811 -13.801 5.534  0.36
H -7.290 -14.124 0.192  0.04
H -4.923 -11.848 7.495  0.33
H -10.123 -13.597 -1.591  0.36
H -3.388 -4.759 -3.261  0.38
H -7.947 -15.322 1.198  0.35
H -0.295 -12.237 -4.819  0.38
H 0.593 -12.065 2.871  0.30
H -2.439 -5.287 -1.851  0.32
H -4.449 -8.721 1.567  -0.05
H 1.736 -15.612 -1.052  0.34
H -5.590 -10.870 3.890  0.21
H 0.054 -11.992 4.561  0.38
H -2.157 -13.543 2.353  0.35

Summary:
lowest unoccupied orbital energy	0.0142	Ha
strongest force on any atom	4.35	eV Å⁻¹
energy relative to the best compared isomer or geometry (same formula, charge and spin)	0.000	eV
frontier orbital gap	9.1	eV


[2]
Density functional theory data (ωB97M-V with the def2-TZVPD basis set) for a molecular structure, C18H42N6O6 at a distorted geometry.

Each line ends with the Mulliken charge.
Element x y z (Å)
O 1.703 3.961 2.246  -0.65
O -5.675 2.204 -1.077  -0.64
O 3.804 -1.029 -2.113  -0.70
O -0.236 -0.998 4.830  -0.73
O 1.737 0.410 -0.826  -0.43
O -1.701 -2.672 -2.876  -0.61
N 1.192 -0.255 3.372  0.00
N -3.939 -2.700 -2.349  -0.16
N 2.218 2.008 1.230  0.49
N -4.252 1.336 -2.440  -0.20
N -0.079 -0.911 -0.688  -0.01
N 5.497 -1.512 -0.700  -0.13
C 0.236 -0.060 4.176  0.90
C -2.383 -2.356 -0.583  -1.06
C 2.704 2.388 3.618  -1.24
C 0.537 -2.111 -0.160  -0.32
C -4.485 -2.882 -3.732  -0.88
C 4.424 -0.757 -1.034  0.27
C -6.549 1.505 -3.187  -1.05
C 1.573 -1.617 2.912  -1.10
C -0.376 1.425 -1.253  0.67
C -2.631 -2.508 -2.104  0.85
C -3.079 1.079 -1.490  -0.82
C 2.093 2.833 2.302  0.74
C 1.879 2.351 -0.220  -1.79
C 3.794 0.247 -0.049  -0.55
C -0.094 1.320 4.588  -1.02
C 0.580 0.239 -0.927  0.47
C 6.439 -1.068 0.384  -0.93
C -5.427 1.781 -2.174  0.66
H -3.340 -2.556 -0.103  0.39
H 2.274 1.649 -0.954  0.64
H 2.285 3.359 -0.305  0.51
H 0.539 2.032 4.059  0.42
H 5.767 -2.274 -1.305  0.31
H 2.955 1.319 1.276  0.15
H -4.666 -2.649 -1.649  0.24
H 1.401 -2.407 -0.755  0.34
H 1.677 0.519 2.941  0.12
H -6.293 1.124 -4.176  0.32
H 2.916 0.783 -0.408  -0.19
H -5.551 -2.903 -3.955  0.36
H -1.411 1.087 -1.303  -1.90
H 3.578 -0.410 0.793  0.22
H -1.081 -0.927 -0.815  -0.44
H -1.548 -2.925 -0.174  0.13
H -6.936 2.504 -3.383  0.34
H 3.576 1.846 3.252  0.38
H -0.058 1.726 -2.251  0.55
H 2.179 -2.246 3.563  0.35
H -7.356 0.994 -2.663  0.28
H -4.148 -2.004 -4.284  0.27
H 2.003 -1.490 1.918  0.14
H 1.878 1.766 3.963  0.11
H -0.321 2.261 -0.555  0.47
H -2.218 -1.303 -0.355  0.42
H -4.074 -3.753 -4.244  0.29
H 0.104 1.430 5.655  0.23
H 6.499 -0.017 0.668  0.31
H -3.485 0.314 -0.828  0.28
H -0.159 -2.945 -0.247  0.38
H -2.763 1.966 -0.940  0.43
H 0.808 2.297 -0.416  0.20
H -2.222 0.617 -1.980  0.62
H 7.337 -1.270 -0.200  0.40
H 0.873 -2.007 0.871  -0.23
H 4.575 0.975 0.170  0.55
H -4.055 1.084 -3.398  0.27
H 0.610 -2.123 2.846  0.42
H -1.166 1.463 4.454  0.33
H 6.427 -1.720 1.258  0.25
H 3.082 3.163 4.285  0.32

Summary:
lowest unoccupied orbital energy	0.0071	Ha
strongest force on any atom	9.50	eV Å⁻¹
energy relative to the best compared isomer or geometry (same formula, charge and spin)	13.307	eV
frontier orbital gap	9.2	eV


no.,electronic energy (a.u.)
1,-2218.6828
2,-1490.6395